Entry 1:
Computed, not measured: a single C18H17N3O4S molecule in a non-equilibrium geometry, with ωB97M-V/def2-TZVPD.

Calculated values
SMILES: O=C(CCS(=O)(=O)c1cccc2nonc12)N1CCCc2ccccc21
LUMO level: -0.632 eV
Orbital gap: 0.302 Eh
DFT total energy: -42434.96671 eV
ΔE to the lowest compared entry with this formula, charge and spin: 89.2 kcal/mol
E_HOMO: -0.3255 Ha

Geometry as ORCA input:
```
! RIJCOSX wB97M-V def2-TZVPD def2/J DEFGRID3
* xyz 0 1
O -0.2394 -0.3674 0.5316
C 0.8383 0.1140 0.2167
C 0.8973 1.3463 -0.6645
C -0.4184 1.5030 -1.3974
S -1.7056 2.0358 -0.2110
O -1.0740 2.6828 0.9099
O -2.6708 2.8138 -0.9447
C -2.6028 0.5997 0.3932
C -3.0595 0.5759 1.6731
C -3.8393 -0.4980 2.1771
C -4.1771 -1.5703 1.4076
C -3.7146 -1.5774 0.0761
N -3.8435 -2.4563 -0.8988
O -3.1902 -1.9569 -1.9404
N -2.6288 -0.7726 -1.6948
C -2.9261 -0.4803 -0.4440
N 2.0024 -0.4607 0.6074
C 1.9484 -1.8039 1.1632
C 2.4726 -2.7679 0.1046
C 3.9412 -2.4552 -0.1729
C 4.2499 -0.9820 -0.1220
C 5.5335 -0.5531 -0.4369
C 5.8929 0.7774 -0.3411
C 4.9673 1.7029 0.1108
C 3.6852 1.2985 0.4278
C 3.3044 -0.0333 0.2801
H 1.7406 1.2918 -1.3555
H 1.0099 2.2247 -0.0248
H -0.7820 0.5845 -1.8492
H -0.3838 2.3000 -2.1350
H -2.8005 1.4008 2.3182
H -4.1659 -0.4502 3.2049
H -4.7654 -2.3940 1.7767
H 0.9108 -2.0161 1.4225
H 2.5667 -1.8428 2.0642
H 1.8782 -2.6403 -0.8025
H 2.3606 -3.7991 0.4395
H 4.5659 -2.9482 0.5791
H 4.2366 -2.8570 -1.1447
H 6.2602 -1.2852 -0.7585
H 6.8943 1.0877 -0.5969
H 5.2449 2.7391 0.2278
H 2.9806 2.0125 0.8210
*
```

The molecule's natural (NBO) atomic charges, reported in e, are given here: O -0.651; C 0.712; C -0.531; C -0.634; S 2.167; O -0.952; O -0.938; C -0.249; C -0.159; C -0.188; C -0.216; C 0.131; N -0.081; O -0.089; N -0.092; C 0.050; N -0.458; C -0.221; C -0.402; C -0.424; C -0.063; C -0.183; C -0.213; C -0.209; C -0.236; C 0.211; H 0.244; H 0.265; H 0.271; H 0.259; H 0.246; H 0.225; H 0.232; H 0.251; H 0.197; H 0.207; H 0.218; H 0.216; H 0.225; H 0.211; H 0.216; H 0.218; H 0.219


Entry 2:
Computed, not measured: a single C4H11NO molecule in a non-equilibrium geometry, with ωB97M-V/def2-TZVPD.

Calculated values
SMILES: CCOCNC
LUMO level: 1.141 eV
Orbital gap: 0.359 Eh
DFT total energy: -7862.41515 eV
ΔE to the lowest compared entry with this formula, charge and spin: 49.3 kcal/mol
E_HOMO: -0.3169 Ha

Geometry as ORCA input:
```
! RIJCOSX wB97M-V def2-TZVPD def2/J DEFGRID3
* xyz 0 1
C 2.0690 0.9474 0.1230
C 1.8238 -0.4933 0.6391
O 0.3884 -0.7009 0.8023
C -0.4392 -0.9323 -0.3292
N -1.2608 0.1531 -0.6870
C -2.4948 0.2915 0.0347
H 2.3317 0.8781 -0.9325
H 2.8031 1.5421 0.6678
H 1.0991 1.4266 0.1741
H 2.1004 -1.0724 -0.2516
H 2.1057 -0.9240 1.5931
H -1.0930 -1.7985 -0.2344
H 0.1147 -1.2280 -1.2460
H -0.8227 0.9749 -1.0428
H -3.2341 0.9525 -0.4527
H -2.3873 0.5916 1.0846
H -3.1040 -0.6086 0.0576
*
```

The molecule's natural (NBO) atomic charges, reported in e, are given here: C -0.650; C -0.070; O -0.571; C 0.082; N -0.660; C -0.417; H 0.204; H 0.218; H 0.222; H 0.164; H 0.211; H 0.175; H 0.155; H 0.372; H 0.200; H 0.173; H 0.192


Entry 3:
Computed, not measured: a molecular structure, C3H5HoO3 in a non-equilibrium geometry, with ωB97M-V/def2-TZVPD.

Calculated values
LUMO level (spin up / spin down): -10.888 / -11.268 eV
Orbital gap (spin up / spin down): 0.267 / 0.253 Eh
DFT total energy: -35110.02839 eV
E_HOMO (spin up / spin down): -0.6672 / -0.6674 Ha
⟨S²⟩: 6.00

Geometry as ORCA input:
```
! RIJCOSX wB97M-V def2-TZVPD def2/J DEFGRID3
* xyz 2 5
H -1.3432 -0.2309 0.9585
C -0.3697 1.5159 0.6844
C -0.1164 0.0733 0.9934
O 0.3685 -0.5041 -0.2574
C 0.9826 -1.6780 -0.2826
O 0.8978 -2.0290 -1.5399
H -0.8386 1.9687 1.5736
H 0.6280 -0.1454 1.7620
H 1.5731 -2.6824 -1.7649
Ho -0.8512 0.3545 -2.1505
O -1.4845 1.2786 -0.4449
H 0.5535 2.0788 0.4683
*
```

The molecule's natural (NBO) atomic charges, reported in e, are given here: H 0.255; C -0.120; C -0.119; O -0.681; C 0.551; O -0.739; H 0.276; H 0.280; H 0.566; Ho 2.461; O -0.966; H 0.236


Entry 4:
Computed, not measured: a single C5H8O2 molecule, with ωB97M-V/def2-TZVPD.

Calculated values
SMILES: C#CCOCCO
LUMO level: 0.916 eV
Orbital gap: 0.405 Eh
DFT total energy: -9406.89316 eV
ΔE to the lowest compared entry with this formula, charge and spin: 67.8 kcal/mol
E_HOMO: -0.3715 Ha

Geometry as ORCA input:
```
! RIJCOSX wB97M-V def2-TZVPD def2/J DEFGRID3
* xyz 0 1
C -1.3883 -2.9945 1.4852
C -0.7488 -2.2427 0.7949
C -0.1726 -1.3884 -0.2559
O -0.1877 -0.0335 0.1233
C 0.3719 0.8240 -0.8556
C 0.4424 2.2038 -0.2283
O 1.2705 2.2101 0.9101
H -2.0157 -3.6501 2.0510
H 0.8427 -1.7136 -0.5313
H -0.7989 -1.5237 -1.1585
H 1.3874 0.4883 -1.1197
H -0.2353 0.8465 -1.7779
H 0.8763 2.9102 -0.9425
H -0.5760 2.5469 0.0119
H 0.9321 1.5167 1.4934
*
```

The molecule's natural (NBO) atomic charges, reported in e, are given here: C -0.207; C -0.036; C -0.130; O -0.538; C -0.093; C -0.077; O -0.712; H 0.238; H 0.195; H 0.195; H 0.172; H 0.171; H 0.183; H 0.165; H 0.475


Entry 5:
Computed, not measured: a single C5H6S molecule in a non-equilibrium geometry, with ωB97M-V/def2-TZVPD.

Calculated values
SMILES: C=C=CC(C)=S
LUMO level (spin up / spin down): -0.802 / -0.744 eV
Orbital gap (spin up / spin down): 0.283 / 0.288 Eh
DFT total energy: -16111.27731 eV
ΔE to the lowest compared entry with this formula, charge and spin: 121.3 kcal/mol
E_HOMO (spin up / spin down): -0.3126 / -0.3151 Ha

Geometry as ORCA input:
```
! RIJCOSX wB97M-V def2-TZVPD def2/J DEFGRID3
* xyz 0 1
C 2.0728 0.5437 0.2967
C 0.5918 1.4483 -0.0461
C -0.6966 1.2383 -0.1662
C -1.3547 -0.0290 -0.0490
C -0.6185 -1.3658 -0.0816
S -2.9642 -0.0115 -0.0704
H 2.4687 0.7590 1.3447
H 2.8294 0.5582 -0.5535
H -1.2945 2.0548 -0.2802
H -0.7004 -1.9302 -1.1104
H -0.8914 -2.1460 0.5935
H 0.5574 -1.1198 0.1224
*
```

The molecule's natural (NBO) atomic charges, reported in e, are given here: C -0.393; C 0.215; C -0.470; C -0.099; C -0.688; S 0.054; H 0.203; H 0.204; H 0.252; H 0.248; H 0.244; H 0.230


Question: The lowest DFT total energy belongs to which entry?
Answer: C18H17N3O4S


Question: The highest DFT total energy belongs to which entry?
Answer: C4H11NO


Question: What is the DFT total energy in the fifth record?
Answer: -16111.27731 eV